# 1
{
  "formula": "C37H35Cl2N7O6S2Tl",
  "method": "ωB97M-V/def2-TZVPD",
  "total_charge": 1,
  "lumo_energy_ev": -2.9,
  "gap_ha": 0.2619,
  "e_homo_ev": -10.06,
  "symbols": ["Tl", "O", "S", "O", "N", "C", "C", "C", "C", "C", "C", "C", "C", "N", "C", "C", "C", "C", "C", "C", "C", "H", "H", "H", "H", "H", "H", "H", "H", "H", "H", "H", "N", "C", "C", "C", "C", "C", "C", "C", "C", "N", "C", "H", "H", "H", "H", "H", "H", "H", "H", "Cl", "C", "C", "C", "Cl", "C", "O", "C", "C", "O", "C", "H", "H", "H", "C", "N", "C", "C", "O", "N", "C", "N", "H", "H", "H", "H", "H", "H", "H", "C", "S", "C", "O", "H", "H", "H", "H", "H", "H"],
  "positions_angstrom": [[-0.371, 0.233, -0.155], [2.814, -0.997, 0.078], [2.770, -0.259, 1.311], [3.069, -1.021, 2.511], [1.323, 0.452, 1.409], [1.081, 1.316, 2.494], [1.824, 1.411, 3.654], [1.526, 2.356, 4.657], [0.489, 3.227, 4.530], [-0.301, 3.174, 3.362], [-1.357, 4.078, 3.129], [-2.060, 4.025, 1.960], [-1.739, 3.027, 1.029], [-0.778, 2.148, 1.229], [-0.021, 2.218, 2.359], [3.913, 1.078, 1.228], [3.687, 2.094, 0.307], [4.647, 3.080, 0.158], [5.814, 3.037, 0.912], [6.025, 2.016, 1.827], [5.071, 1.021, 1.991], [2.659, 0.748, 3.810], [2.146, 2.381, 5.543], [0.266, 3.962, 5.294], [-1.588, 4.819, 3.886], [-2.857, 4.722, 1.741], [-2.275, 2.949, 0.096], [2.775, 2.094, -0.278], [4.490, 3.881, -0.554], [6.565, 3.806, 0.784], [6.932, 1.993, 2.416], [5.210, 0.217, 2.700], [-1.260, -0.560, -2.202], [-2.673, -0.764, -2.243], [-3.283, -1.417, -3.277], [-4.686, -1.578, -3.312], [-5.458, -1.084, -2.303], [-4.853, -0.449, -1.193], [-5.596, 0.005, -0.080], [-4.943, 0.499, 1.009], [-3.538, 0.563, 0.982], [-2.824, 0.224, -0.062], [-3.452, -0.298, -1.151], [-0.979, 0.179, -2.843], [-0.718, -1.399, -2.459], [-2.674, -1.796, -4.089], [-5.140, -2.087, -4.152], [-6.536, -1.183, -2.330], [-6.677, -0.072, -0.096], [-5.476, 0.826, 1.892], [-2.999, 0.883, 1.863], [1.778, 2.760, -7.105], [1.561, 2.213, -5.473], [2.511, 1.350, -4.906], [2.371, 0.905, -3.619], [3.564, -0.148, -2.954], [1.272, 1.288, -2.793], [1.225, 0.889, -1.570], [0.321, 2.150, -3.411], [-0.845, 2.630, -2.717], [-1.258, 2.247, -1.625], [0.488, 2.610, -4.736], [3.366, 1.034, -5.489], [-1.426, 3.399, -3.257], [-0.252, 3.276, -5.164], [2.941, -4.091, 1.355], [1.949, -3.562, 0.433], [2.125, -3.500, -1.006], [0.928, -2.667, -1.409], [0.576, -2.477, -2.559], [0.350, -2.138, -0.276], [0.981, -2.710, 0.767], [0.631, -2.518, 2.051], [3.517, -4.855, 0.839], [2.444, -4.551, 2.209], [3.612, -3.303, 1.705], [2.122, -4.482, -1.474], [3.031, -2.953, -1.283], [-0.162, -1.906, 2.191], [1.387, -2.416, 2.716], [-4.180, -3.439, 0.720], [-2.759, -3.293, 1.793], [-1.802, -4.597, 1.025], [-2.116, -1.985, 1.427], [-4.639, -4.414, 0.886], [-3.858, -3.324, -0.318], [-4.878, -2.650, 0.993], [-2.362, -5.525, 1.136], [-0.853, -4.674, 1.554], [-1.643, -4.354, -0.027]],
  "mulliken_charge": [3.0734, -0.6926, 2.0325, -0.8858, 0.1780, -0.1952, -0.5455, -0.9836, -1.0150, 1.0752, -0.7012, -1.4525, -0.4064, 0.2950, -0.2902, 0.0239, -0.2985, -0.8902, -0.4858, -0.8194, -0.4894, 0.6502, 0.4326, 0.4263, 0.4467, 0.5000, 0.8178, 0.2198, 0.4662, 0.4044, 0.4178, 0.5280, -0.3559, -0.4968, -0.2158, -0.8948, -0.9679, 1.0319, -0.8845, -1.2056, -0.3200, 0.8250, 0.0075, 0.0459, 0.4761, 0.5700, 0.4360, 0.4709, 0.4369, 0.4782, 0.6377, -0.2181, 0.0435, -0.5732, 0.6349, -0.1936, -0.8910, -0.1378, 1.2479, -0.5584, -0.2569, -1.2495, 0.4955, 0.2916, 0.4483, -0.9592, 0.4314, -0.4741, 0.3216, -0.7686, 0.4890, -1.6521, 0.2220, 0.4236, 0.2780, 0.2760, 0.5298, 0.1871, 0.2375, 0.3678, -0.7717, 0.1782, -0.6685, -0.3701, 0.4985, 0.1375, 0.2277, 0.5693, 0.1654, 0.1295]
}

---

# 2
{
  "formula": "C37H35ClN2S2Si2Sn",
  "method": "ωB97M-V/def2-TZVPD",
  "de_lowest_ev": 6.889,
  "lumo_energy_ev": [-2.4, -2.4],
  "gap_ha": [0.1119, 0.1118],
  "e_homo_ev": [-5.47, -5.47],
  "symbols": ["C", "C", "C", "H", "C", "C", "H", "H", "H", "H", "Sn", "Si", "C", "C", "H", "C", "H", "C", "H", "C", "H", "C", "H", "C", "C", "H", "C", "H", "C", "H", "C", "H", "C", "H", "H", "Si", "C", "C", "H", "C", "H", "C", "H", "C", "H", "C", "H", "C", "C", "H", "C", "H", "C", "H", "C", "H", "C", "H", "H", "Cl", "C", "C", "N", "C", "C", "S", "C", "C", "S", "C", "N", "C", "H", "H", "H", "H", "H", "H", "H", "H"],
  "positions_angstrom": [[-2.330, -5.460, 1.526], [-1.541, -5.016, 2.625], [-2.347, -4.156, 3.426], [-0.509, -5.299, 2.822], [-3.632, -4.059, 2.815], [-3.618, -4.860, 1.638], [-4.450, -5.006, 0.951], [-2.011, -6.143, 0.743], [-2.033, -3.664, 4.346], [-4.482, -3.482, 3.179], [-1.392, -0.707, 1.518], [1.176, -0.135, -2.734], [2.801, -0.030, -1.795], [3.720, 0.997, -2.019], [3.500, 1.775, -2.754], [4.901, 1.053, -1.276], [5.586, 1.891, -1.417], [5.195, 0.063, -0.336], [6.103, 0.126, 0.267], [4.324, -1.023, -0.182], [4.560, -1.829, 0.516], [3.158, -1.087, -0.945], [2.511, -1.967, -0.861], [-0.036, 0.192, -0.709], [0.529, 0.169, 0.644], [1.533, -0.215, 0.790], [0.024, 1.100, 1.693], [0.652, 1.399, 2.526], [-1.301, 1.700, 1.482], [-1.678, 2.478, 2.136], [-2.137, 1.096, 0.423], [-3.169, 1.413, 0.307], [-1.440, 0.497, -0.715], [-2.009, 0.395, -1.640], [0.175, -1.228, -2.456], [-0.256, 1.839, 0.033], [-1.115, 3.494, -0.612], [-1.060, 4.595, 0.236], [-0.467, 4.576, 1.155], [-1.730, 5.777, -0.102], [-1.668, 6.643, 0.557], [-2.480, 5.836, -1.285], [-3.004, 6.755, -1.553], [-2.561, 4.712, -2.112], [-3.144, 4.748, -3.034], [-1.899, 3.525, -1.758], [-1.997, 2.661, -2.417], [1.433, 2.847, -0.150], [2.435, 2.692, 0.811], [2.364, 1.971, 1.626], [3.586, 3.489, 0.773], [4.341, 3.380, 1.554], [3.782, 4.398, -0.267], [4.679, 5.018, -0.296], [2.825, 4.489, -1.286], [2.974, 5.171, -2.123], [1.671, 3.704, -1.224], [0.946, 3.809, -2.031], [1.678, -0.731, -3.797], [0.446, 1.562, -3.689], [2.046, -2.304, 2.454], [1.338, -2.976, 1.341], [0.180, -2.616, 0.841], [-0.240, -3.451, -0.187], [0.636, -4.485, -0.446], [2.000, -4.420, 0.597], [-1.568, -3.265, -0.740], [-2.234, -4.090, -1.620], [-3.891, -3.643, -1.762], [-3.613, -2.336, -0.627], [-2.370, -2.255, -0.214], [-4.729, -1.512, -0.111], [2.360, -3.071, 3.175], [2.943, -1.793, 2.075], [1.387, -1.581, 2.949], [0.457, -5.252, -1.189], [-1.778, -4.941, -2.110], [-5.496, -1.462, -0.892], [-5.157, -1.984, 0.787], [-4.384, -0.499, 0.133]],
  "mulliken_charge": [-0.5966, -0.4378, -0.8004, 0.5444, -0.7170, -0.7095, 0.5738, 0.4937, 0.4627, 0.4732, 0.3414, 0.7012, 0.4986, -0.4898, 0.3371, -0.4175, 0.4126, -0.8107, 0.4154, -0.2388, 0.5269, -0.3371, 0.3461, 0.2964, -0.1657, 0.7190, -0.9098, 0.6592, -0.8504, 0.8842, -0.8565, 0.7043, -0.1392, 0.5878, -0.2098, 0.4698, 0.1659, 0.1455, 0.2929, -0.9307, 0.4150, -0.5696, 0.3761, -0.8700, 0.4104, 0.0135, 0.1851, 0.7357, -0.2256, -0.0204, -0.8282, 0.3874, -0.5292, 0.3964, -0.7977, 0.4080, -0.3199, 0.3369, -0.5513, -0.3269, -1.2264, 0.3190, 0.3558, -0.0981, -0.1840, -0.2064, -0.6566, -0.2337, -0.1833, 0.0332, 0.5647, -0.8058, 0.5419, 0.1345, 0.1295, 0.3992, 0.3986, 0.4402, 0.1922, 0.0256]
}

---

# 3
{
  "formula": "C37H35NO3P",
  "method": "ωB97M-V/def2-TZVPD",
  "total_charge": 1,
  "lumo_energy_ev": -4.6,
  "gap_ha": 0.1942,
  "e_homo_ev": -9.91,
  "symbols": ["C", "O", "C", "C", "C", "C", "P", "C", "C", "C", "C", "O", "C", "C", "C", "C", "C", "C", "C", "O", "C", "C", "C", "C", "C", "H", "H", "H", "H", "H", "H", "H", "H", "H", "H", "H", "H", "H", "H", "H", "H", "H", "H", "H", "H", "H", "C", "N", "C", "C", "C", "C", "C", "C", "C", "C", "C", "C", "C", "C", "C", "C", "C", "H", "H", "H", "H", "H", "H", "H", "H", "H", "H", "H", "H", "H", "H"],
  "positions_angstrom": [[4.085, 4.147, -3.209], [2.669, 4.173, -3.528], [1.873, 3.452, -2.700], [0.503, 3.337, -3.028], [-0.311, 2.468, -2.328], [0.196, 1.718, -1.254], [-0.799, 0.505, -0.264], [-2.433, 0.849, -1.110], [-2.896, 0.137, -2.231], [-4.047, 0.487, -2.912], [-4.782, 1.619, -2.481], [-5.830, 1.959, -3.273], [-6.629, 3.137, -2.989], [-4.400, 2.323, -1.304], [-3.227, 1.938, -0.658], [-0.431, -1.044, -1.213], [-1.108, -2.209, -0.797], [-0.971, -3.400, -1.491], [-0.150, -3.435, -2.643], [-0.028, -4.525, -3.450], [-0.819, -5.692, -3.134], [0.568, -2.285, -3.036], [0.414, -1.103, -2.336], [1.533, 1.932, -0.895], [2.378, 2.781, -1.566], [4.535, 4.783, -3.970], [4.277, 4.559, -2.203], [4.486, 3.120, -3.272], [0.111, 3.910, -3.858], [-1.349, 2.335, -2.622], [-2.302, -0.697, -2.588], [-4.363, -0.077, -3.791], [-7.371, 3.116, -3.796], [-7.139, 3.077, -2.008], [-6.032, 4.067, -3.048], [-5.005, 3.170, -0.937], [-2.894, 2.504, 0.216], [-1.796, -2.173, 0.053], [-1.540, -4.284, -1.199], [-0.508, -6.431, -3.874], [-0.609, -6.059, -2.117], [-1.894, -5.475, -3.235], [1.182, -2.319, -3.931], [0.912, -0.198, -2.680], [1.935, 1.440, -0.031], [3.412, 2.903, -1.229], [1.838, -4.941, 2.126], [1.649, -3.520, 2.409], [1.965, -2.529, 1.542], [1.684, -1.274, 2.150], [1.711, -0.027, 1.547], [1.809, 1.197, 2.355], [0.664, 1.810, 2.948], [0.764, 3.010, 3.669], [2.020, 3.594, 3.893], [3.175, 2.955, 3.418], [3.068, 1.794, 2.641], [1.215, -1.562, 3.502], [0.980, -0.811, 4.644], [0.512, -1.464, 5.801], [0.258, -2.845, 5.794], [0.610, -3.629, 4.685], [1.113, -2.969, 3.576], [1.302, -5.524, 2.881], [1.432, -5.135, 1.122], [2.907, -5.219, 2.140], [2.426, -2.702, 0.559], [1.895, -0.060, 0.444], [-0.303, 1.302, 2.825], [-0.148, 3.454, 4.082], [2.076, 4.499, 4.503], [4.158, 3.357, 3.694], [3.982, 1.301, 2.282], [1.232, 0.247, 4.639], [0.353, -0.867, 6.709], [-0.211, -3.284, 6.673], [0.455, -4.699, 4.696]],
  "mulliken_charge": [-0.7911, -0.4406, 0.7523, -1.0260, -0.1768, 0.6346, 0.3073, -0.3601, 0.0561, -0.9839, 0.8200, -0.4141, -0.8135, -0.7448, -0.2513, -0.2602, -0.7769, -0.4868, 0.7128, -0.4513, -0.7801, -0.8218, 0.1227, 0.3081, -0.9189, 0.2435, 0.2925, 0.3459, 0.4723, 0.2261, 0.2803, 0.4462, 0.2512, 0.3158, 0.3410, 0.3524, 0.3680, 0.4216, 0.4430, 0.2521, 0.2828, 0.3407, 0.4869, 0.3913, -0.1475, 0.3614, -0.8334, 0.2828, -1.1061, 0.8648, -0.8810, 0.1799, -0.0736, -0.8597, -0.4027, -0.8041, -0.0032, 1.1562, -0.1112, -0.7955, -0.7319, -1.0069, 0.1081, 0.2913, 0.3057, 0.3159, 0.5081, 0.7419, 0.6032, 0.4229, 0.4046, 0.4238, 0.4546, 0.4375, 0.4114, 0.3962, 0.3173]
}

---

no.,E (eV)
1,-113057.922
2,-97685.490
3,-55850.054